ORCA calculation (the ωB97M-V functional and the def2-TZVPD basis) on a cluster of 13 separate species, C73H172BN12O28 in total.

```
286
Properties=species:S:1:pos:R:3:forces:R:3
O 0.62631 1.35911 2.26304 -1.667 -0.523 -4.257
C 0.15766 1.25488 1.09154 1.465 2.184 4.447
O -0.15155 0.18795 0.45827 -0.246 -1.450 -1.163
B -0.58952 0.50385 -0.93279 -0.075 -0.386 -0.415
O -0.62882 1.99556 -1.00210 0.011 -0.712 0.845
C -0.21266 2.45047 0.16867 0.879 5.450 1.378
O -0.09043 3.68724 0.49165 -0.639 -5.385 -1.503
O -1.89416 -0.17053 -1.23921 0.394 -0.237 -0.564
C -1.80188 -0.93086 -2.35207 0.432 0.582 -0.986
O -2.67165 -1.55543 -2.93972 1.836 1.314 1.653
C -0.23474 -0.72717 -2.81451 -0.760 -3.514 -2.544
O 0.40374 -0.01841 -1.95789 -0.683 1.219 1.527
O 0.25132 -1.33540 -3.76875 -0.945 1.442 1.603
C -10.90449 1.07577 -8.62794 -0.235 0.863 -0.406
C -11.62879 2.11399 -7.74580 -0.581 -2.084 1.941
C -12.56754 1.25980 -6.76469 1.108 -0.396 1.701
C -11.86099 0.54331 -5.54645 1.366 2.032 -0.752
C -10.91850 1.55364 -4.81734 -1.188 -0.715 -0.312
C -9.92608 2.28917 -5.73946 0.197 -0.466 0.944
N -10.65622 2.88131 -6.88322 -2.493 -0.179 0.811
O -9.88997 3.75931 -7.62700 0.909 0.024 -0.817
C -9.33343 3.39824 -4.84371 0.271 0.709 -0.523
C -8.76427 1.35992 -6.16094 0.114 -0.557 0.570
C -12.62330 3.00551 -8.53935 2.036 0.803 -0.067
H -10.15286 1.57402 -9.24023 0.069 0.033 -0.072
H -11.65031 0.65118 -9.29994 0.115 -0.309 -0.054
H -10.39805 0.30181 -8.05121 -0.245 0.045 0.002
H -13.31008 1.87900 -6.26136 -0.222 0.337 -0.524
H -13.04809 0.40136 -7.23400 -0.284 0.533 -0.808
H -11.21431 -0.23650 -5.94871 -0.279 -0.454 0.246
H -12.58607 0.18688 -4.81481 -0.034 -0.343 -0.325
H -10.45081 1.03630 -3.97965 0.760 -0.161 -0.310
H -11.52088 2.26913 -4.25762 -0.292 0.451 -0.423
H -10.04406 4.16169 -4.52710 -0.376 0.063 -0.523
H -8.93353 3.07645 -3.88213 0.150 -0.737 -0.272
H -8.52334 3.87629 -5.39445 0.056 0.211 0.151
H -8.22674 1.74211 -7.02875 -0.130 -0.173 -0.049
H -8.04310 1.17987 -5.36370 0.209 0.865 0.304
H -9.05114 0.31224 -6.25128 -0.529 0.056 -0.905
H -12.04743 3.48329 -9.33195 -0.008 -0.049 -0.396
H -12.91415 3.86224 -7.93147 -0.495 -0.306 0.282
H -13.46076 2.49308 -9.01283 0.089 -0.198 0.443
H -10.26155 4.62952 -7.46495 -0.054 0.095 0.136
C -4.94970 -11.77095 -4.87122 1.281 0.183 -0.412
O -5.19855 -10.39431 -5.02455 -0.350 0.411 0.513
C -4.36005 -9.61994 -5.89082 -0.295 -0.096 0.330
C -4.97918 -9.55406 -7.27617 0.530 -0.283 0.245
N -4.71507 -10.81138 -7.99021 0.013 0.933 -0.575
C -5.56672 -11.04945 -9.15930 -0.750 -1.305 0.983
C -6.93924 -11.67276 -8.70063 0.534 1.446 -0.619
O -6.74631 -12.90137 -8.08231 1.397 -1.373 -0.763
C -7.92435 -13.55183 -7.68183 -0.139 1.130 0.577
H -5.36439 -12.16885 -3.94504 -0.531 0.290 -0.227
H -3.87686 -11.93583 -4.77155 0.371 -0.040 0.011
H -5.24021 -12.33380 -5.75831 -0.513 -0.332 0.231
H -3.32993 -9.97519 -5.86334 0.075 -0.464 -0.341
H -4.28282 -8.62025 -5.46332 -0.412 0.069 0.096
H -4.59788 -8.68313 -7.80928 0.364 -0.142 -0.293
H -6.02945 -9.31800 -7.10500 -0.424 -0.236 -0.047
H -4.81223 -11.57598 -7.33749 -0.050 -0.087 -0.292
H -5.09901 -11.75715 -9.84379 0.195 -0.331 0.210
H -5.68524 -10.17386 -9.79758 -0.277 0.355 0.513
H -7.59940 -11.72103 -9.56664 -0.265 -0.300 -0.171
H -7.39876 -11.01321 -7.96447 -0.218 0.428 0.048
H -8.31788 -12.85193 -6.94470 -0.876 -0.362 0.367
H -7.72464 -14.51299 -7.20812 0.323 0.147 -0.167
H -8.64766 -13.67540 -8.48784 0.015 -0.037 -0.214
C -3.64236 -8.38394 6.72897 -0.813 0.809 -0.625
O -2.94045 -7.25539 7.23449 1.153 -0.059 0.222
C -3.64718 -6.01566 7.26788 -2.033 -0.708 0.119
C -4.15227 -5.54457 5.90162 0.803 -0.737 -0.485
N -3.00415 -5.46687 5.00022 -0.243 0.671 1.211
C -3.19602 -5.28644 3.58570 0.542 -2.105 1.082
C -3.43771 -6.63987 2.83234 0.121 1.058 -1.143
O -2.38359 -7.60186 2.90626 0.508 2.230 1.627
C -2.53469 -8.79747 2.25421 -0.025 -0.525 -0.574
H -3.36496 -9.36187 7.12242 0.698 0.451 0.467
H -3.53911 -8.43127 5.64490 0.128 -0.045 -0.225
H -4.71321 -8.29503 6.91191 -0.259 0.134 0.200
H -3.18522 -5.20523 7.83170 1.074 -0.492 -0.327
H -4.51660 -6.24771 7.88300 -0.604 0.230 0.060
H -4.72184 -4.61811 5.97482 0.436 0.401 0.147
H -4.90411 -6.25000 5.54777 -0.238 -0.497 -0.126
H -2.38019 -6.24239 5.17156 0.074 -0.018 0.101
H -2.24589 -4.87089 3.25004 -0.261 0.211 -0.615
H -4.04007 -4.61630 3.42267 0.126 -0.002 -0.339
H -3.48136 -6.18911 1.84088 -0.235 -0.774 -0.849
H -4.39570 -7.11517 3.04314 -0.152 0.009 0.293
H -1.66776 -9.42644 2.45650 0.028 0.052 0.371
H -2.50758 -8.65905 1.17337 -0.527 -0.054 -0.315
H -3.42983 -9.31261 2.60272 -0.256 -0.242 -0.288
C -1.07638 1.93269 6.71505 0.491 0.771 0.625
O -0.14211 1.03151 7.34018 -1.129 0.505 -0.865
C -0.42213 -0.33017 7.04076 -0.200 -0.091 -0.048
C 0.65178 -1.14985 7.75201 0.810 1.154 -0.529
N 2.03524 -0.85597 7.18780 -1.684 -0.434 0.965
C 2.30846 -1.70926 6.05871 -1.145 -0.851 0.141
C 3.65621 -1.56231 5.49218 1.385 1.855 0.082
O 4.62493 -1.31447 6.53631 0.647 -1.332 -1.289
C 5.96015 -1.26823 5.99761 -0.530 0.884 0.754
H -2.05076 2.04454 7.19062 -0.178 -0.790 0.590
H -1.31153 1.78214 5.66142 0.626 -0.432 -0.174
H -0.65764 2.92919 6.85554 0.293 -0.040 -0.335
H -0.46816 -0.46987 5.96073 0.376 -0.082 -0.301
H -1.43156 -0.56828 7.37609 -0.173 -0.229 0.414
H 0.43007 -2.21699 7.76469 0.117 0.064 -0.022
H 0.63353 -0.72322 8.75488 0.137 -0.441 0.287
H 1.88971 0.07099 6.81408 0.534 0.509 0.116
H 1.61404 -1.44755 5.26034 -0.217 -0.506 -0.491
H 2.16231 -2.75735 6.31997 -0.250 -0.027 0.317
H 3.61022 -0.66995 4.86794 0.377 0.356 -0.276
H 3.89833 -2.37154 4.80325 0.270 -0.383 0.292
H 6.11925 -0.28738 5.54959 -0.036 0.076 -0.473
H 6.22217 -2.04652 5.28086 -0.329 -0.212 -0.016
H 6.66908 -1.28951 6.82530 -0.187 -0.311 0.176
C -6.07449 8.97312 2.78683 -0.268 -0.288 0.289
O -4.78165 9.25401 2.35811 0.987 -1.155 1.681
C -4.73787 9.56837 1.01518 0.556 0.269 -0.621
C -3.27225 9.54881 0.45581 -1.515 1.452 0.583
N -2.61091 10.86321 0.76501 -0.976 -1.710 -0.665
C -1.29431 10.86171 0.20201 1.524 1.543 0.828
C -0.59347 12.18832 0.58100 -0.372 0.744 -0.454
O -0.31105 12.31423 1.94642 0.235 0.587 1.961
C -0.01235 13.66984 2.37594 -0.777 -0.406 -0.794
H -6.05635 8.60143 3.81133 0.176 0.394 0.090
H -6.53589 8.16587 2.21801 -0.018 -0.126 -0.415
H -6.70881 9.85435 2.69108 -0.240 0.185 0.162
H -5.20908 10.55121 1.02389 0.233 0.501 -1.215
H -5.39817 8.87355 0.49621 0.121 -0.169 -0.532
H -3.32066 9.43430 -0.62708 -0.080 0.269 -0.110
H -2.74105 8.66001 0.79635 0.102 -0.007 0.471
H -2.56299 10.98257 1.76679 0.105 -0.060 0.187
H -1.31747 10.82861 -0.88724 -0.194 -0.085 -0.051
H -0.66172 10.04938 0.55984 0.118 -0.383 -0.017
H -1.27978 13.00595 0.36061 -0.286 0.083 -0.540
H 0.33010 12.39089 0.03872 0.144 -0.363 -0.462
H -0.80037 14.38114 2.12859 -0.521 -0.186 -0.575
H 0.86946 14.06863 1.87445 0.389 -0.241 0.221
H 0.00852 13.79405 3.45863 0.568 -0.855 -0.009
C 11.42506 2.38176 -0.11755 0.373 -0.524 -0.249
O 11.32822 1.03148 -0.51747 -0.742 -0.964 0.590
C 11.35324 0.12821 0.62123 0.434 -0.099 -0.523
C 10.98765 -1.28481 0.20265 -0.213 0.034 -1.993
N 9.72164 -1.36758 -0.54453 -0.226 -0.027 0.469
C 9.41274 -2.69203 -1.09339 -0.475 0.500 0.654
C 8.13165 -2.63788 -1.85401 -1.471 1.788 -1.135
O 8.30573 -1.71859 -2.94185 -0.089 0.003 -1.416
C 7.12601 -1.47158 -3.72920 0.286 -0.531 0.012
H 12.36589 2.53163 0.41205 -0.073 0.079 0.710
H 10.52957 2.60464 0.46255 0.204 0.628 0.137
H 11.55752 3.01050 -0.99802 -0.605 -0.128 -0.154
H 10.73786 0.34974 1.49320 -0.349 1.003 -0.238
H 12.40129 0.15350 0.91966 0.091 -0.306 0.540
H 10.93924 -1.98982 1.03254 0.218 0.228 0.164
H 11.76856 -1.56996 -0.50231 0.554 -0.552 0.137
H 9.72108 -0.70211 -1.30430 0.100 0.150 -0.040
H 9.20376 -3.36769 -0.26398 0.473 -0.262 0.096
H 10.16560 -3.09186 -1.77268 0.445 -0.171 0.093
H 7.31724 -2.13376 -1.33373 -0.035 -0.573 1.080
H 7.74676 -3.58235 -2.23861 0.344 -0.366 0.094
H 6.50458 -0.65998 -3.35075 0.163 0.123 0.269
H 6.48176 -2.34315 -3.84497 -0.010 -0.383 0.524
H 7.37799 -1.26844 -4.77004 0.560 0.389 0.189
C 2.76512 -8.59734 -1.63007 0.135 1.168 0.371
O 3.28142 -7.90458 -0.47658 0.632 -2.331 -0.344
C 2.44889 -6.90210 -0.00518 0.678 0.840 0.440
C 2.90072 -6.33885 1.35901 -1.987 -0.312 0.345
N 2.31775 -7.11663 2.56000 2.435 0.492 -1.006
C 3.07975 -8.37405 2.74647 -2.043 -1.135 0.806
C 2.48411 -9.32800 3.85915 1.559 1.671 -0.033
O 2.93168 -8.83743 5.14346 -0.891 -0.291 -1.439
C 2.68000 -9.79259 6.12913 1.311 0.194 0.398
H 2.68529 -7.82961 -2.39969 -0.347 -0.173 -0.437
H 1.79408 -9.05326 -1.43688 -0.208 0.123 0.129
H 3.41740 -9.38538 -2.00640 0.388 0.214 0.515
H 1.41705 -7.23209 0.11527 -0.297 -0.132 -0.175
H 2.50004 -6.09844 -0.73977 -0.423 0.411 -0.118
H 2.43135 -5.35509 1.35719 -0.263 0.097 0.360
H 3.95647 -6.07216 1.40776 0.133 -0.819 0.291
H 1.38185 -7.38811 2.29452 -0.227 0.128 -0.021
H 4.12729 -8.23953 3.01603 -0.118 0.394 -0.126
H 3.00066 -8.98615 1.84804 0.448 -0.046 -0.349
H 2.94178 -10.29714 3.66062 0.187 -0.300 0.159
H 1.40841 -9.50382 3.86590 -0.287 0.452 -0.216
H 3.36433 -9.50608 6.92769 -0.363 -0.125 0.458
H 3.04864 -10.75124 5.76419 -0.335 -0.485 0.129
H 1.65081 -9.84158 6.48477 -0.153 -0.004 -0.124
C 5.96179 12.29233 11.21429 -0.823 -0.126 -0.031
O 4.76632 12.07124 10.47408 -0.232 -0.708 -1.512
C 3.74930 11.21225 11.03361 1.005 0.611 1.852
C 2.51752 10.98144 10.17261 0.949 0.574 -1.157
N 2.88348 10.20496 8.99893 -0.674 -0.920 -1.210
C 1.97251 10.30174 7.80584 0.360 0.644 0.821
C 2.22692 9.24708 6.71339 -0.396 0.402 1.090
O 3.58546 9.25524 6.37559 1.050 -0.657 1.054
C 4.05905 10.18199 5.40886 -1.168 -1.061 -0.195
H 6.75345 12.61054 10.53597 -0.286 0.160 -0.169
H 6.35175 11.40770 11.71776 -0.267 -0.260 0.152
H 5.75198 13.08051 11.93737 0.290 0.044 0.290
H 3.53171 11.72591 11.97004 -0.931 -0.047 0.255
H 4.19765 10.28449 11.38905 0.157 -0.454 -0.467
H 2.14888 11.97060 9.90100 -0.192 0.390 -0.139
H 1.69252 10.47826 10.67688 0.268 -0.045 0.521
H 3.85405 10.30835 8.73929 -0.097 0.211 -0.088
H 2.03419 11.29155 7.35354 0.286 0.395 -0.180
H 0.95387 10.29666 8.19372 -0.177 -0.516 -0.064
H 1.56486 9.31699 5.85033 -0.001 0.822 -0.334
H 1.89843 8.28596 7.10894 0.879 -0.375 0.219
H 3.96615 11.23461 5.67620 -0.246 0.052 0.132
H 3.42292 9.88289 4.57581 0.409 0.955 -0.906
H 5.10760 9.96320 5.20698 -0.146 -0.133 0.072
C 7.03825 6.70869 9.58341 0.361 -0.738 -0.373
O 6.70969 5.34239 9.29587 -0.104 0.824 0.046
C 5.69440 5.21925 8.30163 0.219 -0.067 0.158
C 5.25106 3.77466 8.24801 -0.536 -0.592 -0.438
N 4.81532 3.21112 9.56959 -0.303 3.081 -1.070
C 3.61421 4.04070 9.90542 -0.578 -0.130 0.632
C 3.83883 5.10546 11.01109 0.871 -0.793 0.669
O 4.76869 4.57017 11.99373 -0.772 -0.392 1.099
C 4.89335 5.30714 13.21548 -0.886 0.758 -0.671
H 6.33637 7.26233 10.20708 -0.623 -0.292 -0.043
H 7.14492 7.22692 8.63044 0.223 0.311 0.064
H 7.97091 6.70654 10.14756 0.122 -0.079 -0.261
H 6.01431 5.45485 7.28661 0.601 0.330 -0.075
H 4.89767 5.93011 8.52070 -0.320 -0.079 0.130
H 6.04403 3.17032 7.80749 0.079 -0.081 0.183
H 4.41271 3.76878 7.55143 -0.042 -0.344 -0.192
H 5.41106 3.85754 10.06694 1.437 -1.266 1.325
H 2.79801 3.38411 10.20678 0.065 -0.064 0.288
H 3.20723 4.60602 9.06704 0.048 -0.060 -0.316
H 2.82682 5.31109 11.35988 0.058 0.193 0.733
H 4.32569 6.04463 10.74836 -0.312 0.168 -0.836
H 5.16545 6.33743 12.98619 0.592 0.198 -0.038
H 5.55302 4.88660 13.97447 0.439 -0.419 -0.784
H 3.96598 5.45288 13.76940 -0.657 -0.434 -0.244
C 5.44772 4.51271 0.97939 -0.761 0.268 -1.566
C 5.89915 3.21108 0.24788 -0.463 2.031 0.230
C 6.69584 3.45541 -1.03252 0.404 -0.301 -1.334
O 6.13420 4.21641 -2.09310 -2.004 -0.555 0.383
C 4.73365 3.84770 -2.30128 0.795 1.272 -1.373
N 6.71074 2.55562 1.19251 1.148 -0.836 1.144
H 4.72662 4.35198 1.78081 0.173 -0.223 -0.059
H 4.99439 5.16949 0.23694 -0.495 -0.023 -0.034
H 6.24325 5.17388 1.32304 0.571 -0.595 0.281
H 5.06464 2.54928 0.01611 -0.319 0.343 -0.061
H 6.92530 2.45846 -1.40873 -0.247 -0.623 -0.255
H 7.70982 3.85217 -0.98219 -0.030 0.504 1.063
H 4.58381 2.79269 -2.53064 0.067 -0.245 0.864
H 4.41714 4.30862 -3.23695 0.390 0.269 -0.231
H 4.06627 4.33900 -1.59323 0.100 -0.748 0.550
H 7.38139 3.26106 1.46210 0.511 -0.333 0.416
H 7.20833 1.77316 0.79219 0.172 -0.253 -0.010
C 4.24955 -2.67364 -13.18070 1.563 -1.123 0.561
C 2.93621 -2.51300 -12.49458 -1.273 -0.896 0.561
C 2.75521 -3.07878 -11.07302 0.749 -0.755 -0.936
O 3.07154 -4.48534 -11.08832 -0.150 0.431 0.788
C 2.64970 -5.07408 -9.85980 -0.783 -0.171 -0.339
N 2.66162 -1.09798 -12.49671 -0.532 1.274 -0.279
H 4.93609 -1.92260 -12.78995 -0.179 0.714 -0.708
H 4.12998 -2.75077 -14.26137 0.197 0.693 -0.006
H 4.85197 -3.54507 -12.92418 -0.662 -0.674 0.177
H 2.13729 -2.89934 -13.12748 0.087 -1.170 0.077
H 1.72618 -2.95220 -10.73659 -0.211 0.156 -0.079
H 3.40731 -2.55497 -10.37410 0.162 0.097 0.135
H 2.90024 -4.48377 -8.97840 0.514 -0.011 0.000
H 2.95756 -6.11570 -9.76846 0.675 0.244 -0.177
H 1.56344 -5.16019 -9.83277 -0.401 0.262 -0.149
H 1.68016 -0.96495 -12.29885 -0.390 0.070 0.845
H 2.58589 -0.94534 -13.49223 0.615 0.863 -0.468
C -3.38773 -1.45338 -9.92436 -0.268 0.302 0.845
C -3.71882 -2.52695 -10.91910 -0.258 0.164 -1.219
C -5.20275 -2.97233 -10.78789 0.291 1.151 -1.088
O -5.43310 -4.05229 -11.64722 0.366 -1.358 0.201
C -6.74118 -4.59915 -11.57947 0.743 0.561 0.321
N -3.37076 -1.94949 -12.25892 -0.485 -0.514 0.421
H -3.37933 -1.91954 -8.93911 0.045 0.428 0.246
H -4.12634 -0.65221 -9.95029 -0.466 -0.115 0.156
H -2.47069 -0.88851 -10.09190 0.313 -0.693 -0.180
H -3.12284 -3.42187 -10.74015 0.225 0.045 -0.152
H -5.84321 -2.19688 -11.20812 -0.055 0.863 0.253
H -5.52575 -3.07594 -9.75202 0.163 -0.673 0.243
H -6.96353 -4.92799 -10.56432 -0.044 -0.189 0.155
H -6.76502 -5.45179 -12.25809 -0.202 0.236 -0.033
H -7.44800 -3.80607 -11.82345 -0.398 -0.149 -0.325
H -3.52573 -2.58621 -13.02747 0.089 -0.644 0.109
H -4.08140 -1.25545 -12.44170 -0.037 0.586 0.055
```
Positions in Å, forces in eV/Å.

## Properties
- frontier orbital gap (Eh) = 0.30089
- E_tot (eV) = -154363.802
- highest occupied orbital energy (eV) = -6.6
- net charge = -1